# C6H24BrN12O6Y

C6H24BrN12O6Y as an isolated structure at a distorted geometry (the ωB97M-V functional and the def2-TZVPD basis, the Open Molecules 2025 dataset).

XYZ file:
```
50
Properties=species:S:1:pos:R:3:forces:R:3
Y -0.928 0.131 0.188 0.55 -2.19 -0.15
Br -2.601 -1.924 1.423 0.67 0.64 -0.19
C -2.847 -1.056 -2.529 -0.23 -1.61 -0.01
O -2.474 -0.523 -1.493 0.55 1.83 1.22
N -3.633 -0.510 -3.435 -1.06 1.70 -1.00
N -2.517 -2.320 -2.788 1.34 -1.78 0.01
H -3.774 -0.922 -4.346 -0.11 0.07 0.34
H -4.067 0.377 -3.223 0.05 -0.19 -0.17
H -2.960 -2.949 -3.442 -0.16 0.52 0.02
H -1.879 -2.767 -2.145 -0.26 0.16 0.14
C -1.211 1.329 3.401 -0.45 0.16 3.86
O -1.168 0.846 2.343 0.21 -2.68 -7.34
N -1.671 2.523 3.612 -0.90 3.47 0.30
N -0.871 0.674 4.480 0.77 -0.27 2.08
H -2.199 2.936 2.857 0.07 0.29 0.44
H -1.754 2.845 4.566 -0.46 0.39 -0.47
H -0.918 1.277 5.289 0.32 -1.36 0.65
H -0.622 -0.303 4.428 -0.18 0.37 0.32
C 1.359 2.766 0.582 0.69 0.28 0.07
O 0.599 1.839 0.402 -1.86 -1.73 -0.06
N 1.283 3.655 1.515 -2.03 2.26 3.60
N 2.447 2.927 -0.092 2.78 -1.07 -3.75
H 0.780 3.383 2.347 -0.26 0.73 -0.13
H 1.768 4.538 1.451 -0.04 -0.36 0.44
H 2.981 3.783 -0.147 0.01 -0.40 0.16
H 2.592 2.188 -0.765 0.35 0.55 -0.38
C 0.314 0.825 -3.187 -3.82 3.16 1.13
O -0.060 0.824 -1.999 0.24 -0.43 -0.20
N -0.339 1.536 -4.140 -1.89 0.60 0.17
N 1.392 0.369 -3.670 4.54 -2.95 -1.19
H -0.184 1.430 -5.133 0.04 0.01 0.28
H -1.221 1.950 -3.873 0.14 -0.09 -0.12
H 1.501 0.446 -4.671 0.63 -0.22 0.32
H 2.025 -0.193 -3.119 0.10 0.33 -0.20
C 1.348 -0.976 2.689 -0.99 -0.33 -1.40
O 1.240 -0.570 1.530 -0.24 -0.34 -0.92
N 0.878 -2.054 3.253 -2.67 -4.46 -0.09
N 1.938 -0.347 3.634 2.88 4.12 1.95
H 0.863 -2.129 4.260 0.14 -0.48 -0.46
H 0.459 -2.829 2.759 -0.35 0.46 -0.02
H 1.813 -0.689 4.576 1.00 0.87 -0.18
H 2.449 0.472 3.336 -0.01 0.12 0.92
C 0.822 -2.566 -1.173 0.58 0.67 0.96
O 0.019 -1.789 -0.719 -2.62 1.88 0.80
N 1.353 -3.524 -0.504 0.49 -2.73 3.03
N 1.372 -2.454 -2.323 1.55 1.14 -5.13
H 0.972 -3.622 0.426 0.62 -0.57 -0.06
H 2.161 -4.004 -0.874 -0.37 -0.33 0.77
H 1.060 -1.755 -2.981 -0.01 -0.50 0.10
H 2.110 -3.095 -2.576 -0.33 0.29 -0.46
```
Forces are in eV/Å.

Calculated total energy in Ha: -3963.79683
LUMO in eV: -4.73
E_HOMO in eV: -12.990
Net charge: +2
Largest force on an atom in eV Å⁻¹: 7.82
Multiplicity: 1
Orbital gap in eV: 8.25

Atom charges from the natural (NBO) analysis, given in e for atoms 1 to 8: 2.07 -0.69 0.81 -0.75 -0.80 -0.81 0.41 0.42